Record 1
A molecular structure, C5H7O5P in a non-equilibrium geometry. Source: the Open Molecules 2025 dataset; level of theory: ωB97M-V with the def2-TZVPD basis set.

Calculated values
F_max, eV/Å: 2.6
E_tot, eV: -24825.1394
E_HOMO, eV: -1.8
Charge: -2
Orbital gap, eV: 7.6
Relative energy (zero: lowest compared OMol25 entry of this formula, charge and spin), kJ/mol: 93.3

Each line ends with the Mulliken charge.
Atoms and positions in Å:
C  0.506  1.888  1.564  -0.366
C  0.514  3.197  1.423  -0.184
C  0.084  4.168  2.563  0.375
C  0.818  -2.827  -1.879  -1.053
C  -0.261  -1.706  -1.460  0.415
O  0.209  5.405  2.384  -0.755
O  0.788  -0.388  -2.353  -0.289
O  -0.438  3.634  3.539  -0.699
O  1.591  1.807  -3.023  -0.596
O  -1.355  -1.848  -2.010  -0.689
P  0.676  1.134  -2.070  0.172
H  0.888  1.244  0.755  0.047
H  0.199  1.238  2.490  0.217
H  1.801  -2.579  -1.501  0.263
H  0.621  -3.852  -1.655  0.405
H  0.710  -2.785  -2.985  0.209
H  0.725  3.828  0.582  0.356
H  -0.064  -1.169  -0.508  0.172

Forces on the atoms, in the same order (eV/Å):
0.37 -2.44 0.43
-0.71 1.54 1.83
-0.46 0.06 -0.50
-0.80 1.77 -0.72
0.69 -2.32 -0.79
0.58 -0.02 -0.69
-0.26 0.96 0.40
-0.48 -0.86 1.54
0.27 1.16 -0.20
-0.11 0.60 0.75
0.34 -1.60 -0.82
-0.38 0.36 0.19
0.50 2.05 -1.52
0.39 0.16 -0.30
-0.78 -0.68 0.85
0.70 0.17 0.67
0.56 -0.60 -0.98
-0.44 -0.32 -0.16

Record 2
C5H7OP in the gas phase in a non-equilibrium geometry. Source: the Open Molecules 2025 dataset; level of theory: ωB97M-V with the def2-TZVPD basis set.

Calculated values
F_max, eV/Å: 4.7
E_tot, eV: -16629.2021
E_HOMO (alpha / beta), eV: -8.9 / -7.3
Orbital gap (alpha / beta), eV: 8.0 / 6.9
Relative energy (zero: lowest compared OMol25 entry of this formula, charge and spin), kJ/mol: 458.3

Each line ends with the Mulliken charge.
Atoms and positions in Å:
C  1.375  -0.837  -0.379  -0.216
C  1.850  -1.594  0.720  0.005
C  0.259  -0.051  -0.382  -0.115
C  1.633  -1.514  1.998  -0.581
C  -2.109  1.787  -0.712  -0.687
O  -1.976  1.166  0.567  -0.329
P  -1.056  -0.244  0.786  0.047
H  1.966  -0.483  -1.365  0.167
H  2.566  -2.419  0.401  0.254
H  0.130  0.597  -1.255  0.274
H  1.769  -2.290  2.701  0.265
H  -1.223  2.319  -1.046  0.298
H  -2.962  2.396  -0.426  0.258
H  -2.221  1.167  -1.609  0.362

Forces on the atoms, in the same order (eV/Å):
0.46 3.45 -3.18
1.68 -1.80 -1.56
-0.93 -0.53 0.23
-0.92 0.60 0.17
-0.02 0.34 0.41
1.38 -2.15 -0.27
-0.03 1.21 -0.12
-0.46 -1.96 2.52
-0.64 0.75 0.46
-0.03 -0.12 0.37
0.21 -0.47 0.96
0.20 0.82 0.76
-0.01 0.58 -1.34
-0.90 -0.73 0.59

Record 3
C5H7OP in the gas phase in a non-equilibrium geometry. Source: the Open Molecules 2025 dataset; level of theory: ωB97M-V with the def2-TZVPD basis set.

Calculated values
F_max, eV/Å: 2.8
Structure (SMILES): COP1=CC=CC=1
E_tot, eV: -16632.4815
E_HOMO, eV: -8.9
Orbital gap, eV: 8.9
Relative energy (zero: lowest compared OMol25 entry of this formula, charge and spin), kJ/mol: 141.9

Each line ends with the Mulliken charge.
Atoms and positions in Å:
C  -1.364  -1.058  -1.368  -0.297
C  -1.351  0.203  -2.145  -0.226
C  -0.282  -1.233  -0.594  -0.350
C  -0.352  1.027  -1.795  -0.281
C  1.463  0.703  1.952  -0.634
O  0.462  0.798  0.886  -0.267
P  0.884  0.233  -0.731  -0.090
H  -2.265  -1.626  -1.451  0.366
H  -2.180  0.531  -2.731  0.372
H  0.032  -2.093  0.151  0.274
H  -0.325  2.030  -2.266  0.339
H  2.426  1.247  1.878  0.296
H  1.826  -0.341  2.194  0.261
H  0.895  0.947  2.951  0.237

Forces on the atoms, in the same order (eV/Å):
0.50 0.17 -0.02
0.81 0.19 1.68
1.04 -1.14 0.91
-0.43 1.22 -0.80
-0.99 -1.12 1.88
1.81 -0.08 -0.57
-1.06 -0.49 1.95
-0.14 -0.85 0.21
-0.32 -0.09 -0.65
-1.15 1.79 -1.76
0.44 -0.69 0.57
-0.94 0.43 -0.49
-0.67 0.57 -0.85
1.09 0.10 -2.08

Record 4
C5H7OP in the gas phase in a non-equilibrium geometry. Source: the Open Molecules 2025 dataset; level of theory: ωB97M-V with the def2-TZVPD basis set.

Calculated values
F_max, eV/Å: 4.7
E_tot, eV: -16630.7115
E_HOMO (alpha / beta), eV: -8.2 / -8.2
Orbital gap (alpha / beta), eV: 7.1 / 7.0
Relative energy (zero: lowest compared OMol25 entry of this formula, charge and spin), kJ/mol: 312.7

Each line ends with the Mulliken charge.
Atoms and positions in Å:
C  0.348  0.595  1.640  -0.045
C  -1.009  0.055  1.699  0.355
C  1.142  0.928  0.478  -0.731
C  -1.053  -0.744  0.485  -0.334
C  0.028  -0.287  -2.174  -1.179
O  -1.726  0.065  2.679  -0.648
P  0.513  -0.809  -0.439  0.190
H  0.879  0.283  2.600  0.209
H  0.738  1.576  -0.175  0.382
H  2.218  0.827  0.565  0.354
H  -1.625  -1.737  0.425  0.320
H  0.859  -0.353  -2.907  0.355
H  -0.736  0.555  -2.170  0.346
H  -0.575  -0.955  -2.707  0.427

Forces on the atoms, in the same order (eV/Å):
1.65 -0.88 1.42
0.35 -0.26 -1.30
-0.14 -4.10 2.25
0.59 -1.65 0.01
-0.32 0.89 0.27
-0.60 0.11 0.27
-0.73 1.28 -0.18
-0.47 0.86 -1.22
-1.05 2.51 -2.28
-0.09 0.54 0.08
0.37 1.77 0.16
0.00 1.26 0.71
1.81 -0.20 -0.12
-1.35 -2.13 -0.08

Record 5
C5H7P in the gas phase in a non-equilibrium geometry. Source: the Open Molecules 2025 dataset; level of theory: ωB97M-V with the def2-TZVPD basis set.

Calculated values
F_max, eV/Å: 10.2
Structure (SMILES): C=CC(=C)P=C
E_tot, eV: -14582.2651
E_HOMO (alpha / beta), eV: -8.4 / -8.1
Orbital gap (alpha / beta), eV: 7.8 / 7.8
Relative energy (zero: lowest compared OMol25 entry of this formula, charge and spin), kJ/mol: 331.2

Each line ends with the Mulliken charge.
Atoms and positions in Å:
C  1.956  0.580  0.070  -0.702
C  0.171  -2.135  -0.099  -0.910
C  -2.134  1.116  -0.278  -0.536
C  0.717  0.441  0.544  -0.131
C  -0.249  -0.577  0.304  0.449
P  -2.005  -0.395  0.313  -0.144
H  2.459  1.417  0.480  0.256
H  2.505  0.135  -0.773  0.289
H  -0.696  -2.855  -0.098  0.229
H  1.117  -2.366  -0.304  0.368
H  -2.995  1.662  -0.641  0.286
H  -1.289  1.593  -0.695  0.283
H  0.441  1.383  1.177  0.264

Forces on the atoms, in the same order (eV/Å):
0.39 0.18 -0.84
-6.77 7.07 2.73
-0.50 0.86 -1.12
0.25 2.01 0.76
1.97 -7.41 -1.87
-0.89 -0.74 0.55
0.70 0.74 0.18
-0.69 -0.56 0.64
1.30 0.89 -0.20
3.71 -1.00 -0.64
-0.63 -0.40 0.61
1.20 0.56 0.00
-0.04 -2.19 -0.78

Record 6
C5H8 in the gas phase in a non-equilibrium geometry. Source: the Open Molecules 2025 dataset; level of theory: ωB97M-V with the def2-TZVPD basis set.

Calculated values
F_max, eV/Å: 1.9
Structure (SMILES): C=C=CCC
E_tot, eV: -5310.7580
E_HOMO, eV: -9.0
Orbital gap, eV: 10.0
Relative energy (zero: lowest compared OMol25 entry of this formula, charge and spin), kJ/mol: 328.9

Each line ends with the Mulliken charge.
Atoms and positions in Å:
C  -0.025  -0.452  1.099  -0.935
C  -1.507  0.063  -0.818  -0.470
C  -0.464  0.761  -1.266  -0.196
C  0.817  0.758  -0.954  -0.486
C  1.213  -0.111  0.290  -0.259
H  -0.349  -1.502  1.027  0.227
H  -0.080  -0.120  2.126  0.366
H  -1.468  -1.011  -0.988  0.292
H  -2.345  0.393  -0.202  0.334
H  -0.694  0.268  0.597  0.222
H  1.625  1.221  -1.510  0.368
H  1.706  -1.012  -0.104  0.251
H  1.936  0.408  0.920  0.286

Forces on the atoms, in the same order (eV/Å):
0.22 0.23 0.40
-0.43 0.28 -1.37
0.21 -0.71 0.32
-0.05 0.01 -0.18
0.14 0.14 0.08
-0.05 0.57 -0.05
0.72 -0.22 0.48
-0.44 0.13 -0.47
0.09 0.36 -0.58
-0.30 -1.14 1.55
-0.15 -0.01 -0.04
-0.05 0.25 0.07
0.10 0.11 -0.21

Among the records above, which one has the lowest relative energy (zero: lowest compared OMol25 entry of this formula, charge and spin)?
C5H7O5P

Repeat the fourth record exactly.
C5H7OP in the gas phase in a non-equilibrium geometry. Source: the Open Molecules 2025 dataset; level of theory: ωB97M-V with the def2-TZVPD basis set.

Calculated values
F_max, eV/Å: 4.7
E_tot, eV: -16630.7115
E_HOMO (alpha / beta), eV: -8.2 / -8.2
Orbital gap (alpha / beta), eV: 7.1 / 7.0
Relative energy (zero: lowest compared OMol25 entry of this formula, charge and spin), kJ/mol: 312.7

Each line ends with the Mulliken charge.
Atoms and positions in Å:
C  0.348  0.595  1.640  -0.045
C  -1.009  0.055  1.699  0.355
C  1.142  0.928  0.478  -0.731
C  -1.053  -0.744  0.485  -0.334
C  0.028  -0.287  -2.174  -1.179
O  -1.726  0.065  2.679  -0.648
P  0.513  -0.809  -0.439  0.190
H  0.879  0.283  2.600  0.209
H  0.738  1.576  -0.175  0.382
H  2.218  0.827  0.565  0.354
H  -1.625  -1.737  0.425  0.320
H  0.859  -0.353  -2.907  0.355
H  -0.736  0.555  -2.170  0.346
H  -0.575  -0.955  -2.707  0.427

Forces on the atoms, in the same order (eV/Å):
1.65 -0.88 1.42
0.35 -0.26 -1.30
-0.14 -4.10 2.25
0.59 -1.65 0.01
-0.32 0.89 0.27
-0.60 0.11 0.27
-0.73 1.28 -0.18
-0.47 0.86 -1.22
-1.05 2.51 -2.28
-0.09 0.54 0.08
0.37 1.77 0.16
0.00 1.26 0.71
1.81 -0.20 -0.12
-1.35 -2.13 -0.08

Look up the E_tot of the third one.
-16632.4815 eV